# F3Li4Sr

A structure of composition F3Li4Sr at a distorted geometry (ωB97M-V/def2-TZVPD, the Open Molecules 2025 dataset).

Element x y z (Å)
Sr 2.058 0.104 -2.135
Li -1.292 1.404 -2.025
Li -1.193 1.501 0.640
Li 0.782 -2.310 0.564
Li 0.054 -0.749 2.175
F 1.965 -0.197 1.981
F 0.161 0.139 -0.221
F -2.535 0.108 -0.979

Values from the calculation:
Calculated total energy ... -9781.03458 eV
Charge ... +3
Frontier orbital gap ... 6.42 eV
E_LUMO ... -13.8 eV